# 1
63
Properties=species:S:1:pos:R:3:forces:R:3:mulliken_spin:R:1 method="wB97M-V/def2-TZVPD" lumo_energy_ev="2.53 / 0.53" multiplicity=6 total_charge=-1 e_tot_ev=-61194.4063 fmax_ev_per_a=1.398
H 1.0412 -4.2810 2.3114 -0.0194 -0.0254 -0.0227 0.0025
C -4.6149 3.6908 -0.1122 0.1045 -0.0003 0.0123 0.0006
N 1.2718 -2.0444 0.7422 -0.2683 -0.3758 -0.1081 0.1001
H -1.5995 0.9171 -5.5817 -0.0086 0.0058 0.0066 0.0003
C -1.1292 0.8000 -4.6137 0.0657 -0.0147 0.0975 -0.0387
H -2.9614 -5.2057 1.0397 0.0136 0.0068 -0.0025 0.0035
N -0.8115 -1.4761 -0.6910 -0.1280 -0.1337 0.0491 -0.0318
C -1.7038 1.5720 -1.2198 -0.1753 -0.0428 0.0188 0.0585
H 0.8984 1.0903 -5.3467 0.0056 -0.0111 0.0236 0.0216
C -2.0828 -4.5731 0.9998 0.0056 0.0877 -0.0532 0.0311
N 3.0235 -0.3957 -0.2325 -0.0814 0.0511 -0.2507 0.1438
H 0.4235 -0.6506 3.6241 -0.0075 0.0104 -0.0011 -0.0006
H 2.2268 0.0493 5.2309 0.0071 0.0203 -0.0082 0.0007
S 1.4052 2.4448 0.2557 0.0096 0.1283 0.0698 0.1057
C 1.0873 0.1832 3.4521 0.0582 -0.0146 0.0250 0.0143
H 5.8899 1.1781 -0.9985 0.0024 -0.0275 0.0204 0.0147
O 2.7739 -2.9510 2.2733 0.1452 -0.0828 0.0649 0.1557
F -6.9509 3.4003 -0.2164 0.0035 -0.0027 -0.0058 0.0000
H -2.9409 -3.1909 -0.4204 0.0131 -0.0144 -0.0165 0.0009
C -2.0815 -3.4471 0.1782 -0.0588 -0.0639 0.1024 -0.0153
H -4.1743 0.2286 -1.7588 0.0013 0.0239 -0.0398 0.0027
H -2.4776 3.7771 -0.0981 -0.0321 0.0047 -0.0022 0.0002
C -4.2838 1.2189 -1.3395 -0.0147 -0.0933 0.0774 -0.0013
C 4.8235 -1.1897 1.2025 -0.0854 -0.0100 -0.0115 -0.0837
H -0.9622 -5.7501 2.3941 0.0146 0.0076 0.0018 -0.0006
C 3.4824 -1.2410 0.7861 -0.0069 0.0516 -0.0645 0.3187
H 3.5208 1.0925 -1.5800 -0.0333 -0.0252 -0.0019 0.0246
O -2.8396 -1.4321 -1.8102 0.0259 -0.0735 -0.0495 0.0439
C -5.5655 1.6995 -1.0762 0.0714 -0.0649 -0.0409 0.0000
H -6.4443 1.1179 -1.3247 0.0301 0.0137 0.0028 0.0000
C 0.8544 0.6791 -3.2195 -0.1043 0.1297 -0.2208 -0.0279
C 1.6712 1.8329 1.8210 0.0153 -0.0751 0.0061 0.0197
C 3.9191 0.4229 -0.8265 -0.1494 -0.0119 0.1123 -0.0500
C 2.0797 0.5827 4.3034 -0.0180 -0.0358 0.0208 -0.0066
C -3.3490 3.1967 -0.3826 -0.0361 0.0683 -0.0196 -0.0098
C -0.9642 -4.8736 1.7565 0.1353 0.0629 0.0267 -0.0185
C -1.7342 -0.9839 -1.5286 0.0140 0.0600 0.0792 0.1026
H -1.2317 1.3945 -0.2496 -0.0173 -0.0801 0.0367 -0.0038
C 2.8977 1.6464 3.9132 0.0252 0.0068 0.0448 0.0164
H -4.7600 4.6467 0.3731 -0.0024 -0.0050 -0.0019 0.0004
C 0.1821 -2.9329 0.9061 0.5933 0.4214 -0.0149 0.0582
C -5.7050 2.9264 -0.4739 -0.0448 0.0343 0.0159 -0.0003
C 5.7077 -0.3527 0.5855 0.0486 0.0977 -0.0898 0.2041
H 3.7057 1.9782 4.5540 -0.0176 -0.0062 -0.0211 0.0012
H 1.9321 0.7021 -3.1049 0.0422 -0.0115 -0.0597 0.0284
N 0.8833 0.8045 2.2724 -0.0636 -0.0607 -0.1180 -0.0243
Ru 0.9182 -0.5182 -0.4292 0.1921 -0.3242 1.3466 2.6180
C -3.1563 1.9616 -1.0067 0.0983 0.0574 -0.0337 0.0182
N 0.1806 0.4466 -2.1426 -0.1737 -0.0364 -0.4689 0.1015
H 6.7439 -0.3157 0.8981 -0.0125 0.0078 -0.0070 0.0287
C -0.9590 -2.6370 0.1331 -0.0443 0.4695 -0.4434 -0.0023
C 2.6924 2.2511 2.7006 -0.0384 0.0437 -0.1390 -0.0139
H 3.3298 3.0518 2.3537 -0.0077 -0.0061 0.0093 -0.0007
C 2.5297 -2.1649 1.3531 -0.2557 0.0043 -0.1450 0.1306
C 5.2375 0.4833 -0.4873 0.0871 -0.0979 0.1434 0.1368
H 5.1126 -1.8444 2.0153 0.0074 0.0098 -0.0172 0.0033
C 0.2655 0.8903 -4.4941 0.0718 0.0458 0.0309 0.4112
H -1.1828 2.4444 -1.6201 -0.0109 0.0453 -0.0113 -0.0014
O -0.0837 0.3311 1.4992 0.0689 0.0753 -0.1439 0.1196
C 0.1691 -4.0617 1.7161 -0.1472 -0.2005 0.1842 0.0294
C -1.2917 0.3952 -2.1597 0.1583 -0.0500 0.1454 -0.0319
H -2.9555 0.4404 -3.5870 -0.0053 -0.0126 0.0052 0.0311
C -1.8837 0.5440 -3.5118 -0.0662 0.0384 -0.1457 0.2595

***

# 2
42
Properties=species:S:1:pos:R:3:forces:R:3:nbo_charge:R:1 method="wB97M-V/def2-TZVPD" lumo_energy_ev=-0.08 e_tot_ev=-54351.7361 fmax_ev_per_a=0.550
C -1.2066 -0.4790 -0.8909 0.0360 0.0253 0.0338 0.7630
H 5.3279 1.0958 1.2093 -0.0267 0.0196 0.0218 0.2205
H 0.3785 -1.1908 4.2554 0.0296 -0.0062 0.0179 0.4136
O 1.4086 3.7492 0.7319 -0.0051 -0.0143 -0.0348 -0.6613
H 3.5439 2.7557 -0.4201 -0.0222 0.0061 0.0051 0.2036
C 1.3784 -3.2769 0.5918 -0.0501 0.0058 0.0538 -0.4731
C 1.4378 2.7217 0.0743 0.0090 0.0614 -0.0557 0.7678
H 2.4732 1.4777 3.7950 -0.0154 -0.0072 0.0131 0.4283
H 2.4412 -4.9717 3.5371 -0.0010 -0.0031 0.0001 0.2444
C 4.3848 0.5930 1.4422 0.1208 0.0501 -0.0391 -0.4181
C 0.5932 -4.3622 2.5077 0.0891 -0.0527 0.0091 -0.2639
C 4.4650 0.0094 2.8478 -0.0258 -0.1261 -0.0411 -0.2130
H 1.1677 0.9123 4.7355 0.0002 -0.0031 0.0087 0.4174
H 2.6080 1.2667 -1.9524 0.0389 -0.0274 -0.0084 0.4044
H 1.4024 -2.3872 3.6280 0.0580 0.0284 0.1347 0.4370
H 5.3602 -0.6023 2.9620 -0.0310 -0.0257 0.0049 0.2233
Pt 0.7237 0.0469 -0.7652 0.0084 0.0302 -0.5488 0.4958
H 4.2959 -0.2511 0.7505 -0.0245 0.0013 0.0106 0.2060
C 3.1973 1.5336 1.3261 -0.0095 0.0532 0.0093 -0.4385
H -0.7273 -3.5161 0.9360 0.0059 -0.0042 -0.0083 0.2586
C 2.8154 2.0223 -0.0633 0.1095 0.0442 -0.0890 -0.1647
C 0.2565 -0.1057 1.7576 -0.1811 0.0336 0.1604 0.4336
H 2.3179 1.0235 1.7161 0.0061 -0.0073 -0.0178 0.2241
S 2.8142 -3.7445 1.4325 -0.0646 -0.1048 -0.0111 0.4032
N 2.6885 0.8996 -1.0080 -0.0577 0.0309 0.0091 -0.8306
H 4.5207 0.7834 3.6145 -0.0443 0.0254 -0.0205 0.2058
N 3.3157 -0.8557 3.1260 -0.0094 0.0240 0.1087 -0.5779
F -1.5827 -0.7019 -2.1793 -0.0056 -0.0064 -0.0192 -0.3596
H -0.1517 -4.7703 3.1784 0.0187 -0.0142 -0.0142 0.2318
F -1.6097 -1.6069 -0.2177 -0.0011 -0.0018 0.0105 -0.3836
C 2.2245 -0.5363 3.7998 0.1095 -0.0702 0.1430 0.6979
N 1.3303 -1.4886 4.1052 0.0115 -0.0684 -0.1144 -0.7816
O -0.7710 -0.3375 2.1747 -0.0614 0.0330 -0.0796 -0.5274
C 0.2781 -3.6932 1.2885 0.0681 0.1408 0.0123 -0.3104
C 1.9370 -4.4698 2.7260 -0.0552 0.0320 -0.0246 -0.4856
N 2.0341 0.7044 4.2684 0.0319 0.0214 0.0667 -0.7798
H 3.3673 2.4336 1.9252 -0.0283 -0.0186 0.0192 0.2265
H 3.2992 -1.7620 2.6637 0.0080 0.0266 -0.0068 0.4287
H 3.4776 0.2624 -1.0047 -0.0232 -0.0276 0.0493 0.3955
O 0.4406 2.1360 -0.4910 -0.0355 -0.0935 0.1808 -0.7564
F -2.0413 0.4949 -0.4423 -0.0196 0.0128 0.0326 -0.3570
Te 1.5029 -2.3439 -1.2993 0.0391 -0.0233 0.0179 0.0517